Entry 1:
64
Properties=species:S:1:pos:R:3:forces:R:3 method="wB97M-V/def2-TZVPD" e_lumo_ha=-0.0401 gap_ev=7.95 smiles="CCC[C@H](C)C1=CC(=O)C(CCCC(=O)O)=C(O)C1=O.CN(C)C=O.CN(C)C=O" e_tot_ev=-39640.41941 multiplicity=1
C -0.683 6.472 6.932 -0.763 -0.194 0.077
C -1.888 5.590 6.576 0.697 -0.046 0.020
C -1.477 4.163 6.200 -0.315 0.414 0.025
C -1.127 4.056 4.713 -0.053 -0.163 0.328
C -2.385 4.063 3.851 0.057 -0.222 -0.121
C -0.303 2.846 4.402 0.376 -0.101 -0.099
C 0.973 2.864 4.001 -0.539 -0.126 0.145
C 1.655 1.571 3.710 0.720 -0.198 0.311
O 2.818 1.353 4.010 -0.786 0.304 -0.588
C 0.791 0.547 3.054 -0.618 -0.388 0.313
C 1.350 -0.369 2.018 0.139 0.545 -0.327
C 1.819 0.442 0.786 -0.083 -0.242 0.489
C 0.752 0.559 -0.295 0.475 0.520 -0.307
C 1.230 0.085 -1.646 0.789 -0.856 -0.382
O 2.169 -0.659 -1.826 -1.082 0.640 0.156
O 0.490 0.504 -2.710 0.526 -0.209 -0.018
C -0.482 0.507 3.475 0.043 0.165 -0.145
O -1.399 -0.404 3.045 0.569 0.052 -0.101
C -0.938 1.490 4.516 -0.272 -0.115 0.680
O -1.749 1.193 5.380 0.419 0.252 -1.043
H -0.204 6.793 6.016 0.413 0.150 -0.048
H 0.016 5.953 7.576 0.235 -0.120 0.033
H -1.039 7.340 7.475 0.112 0.348 -0.032
H -2.590 5.558 7.399 -0.167 0.038 0.219
H -2.377 6.073 5.737 -0.420 0.013 -0.108
H -2.284 3.484 6.448 -0.078 -0.315 -0.056
H -0.619 3.890 6.804 0.189 -0.211 0.148
H -0.519 4.925 4.476 0.164 0.175 -0.169
H -2.155 4.317 2.823 -0.007 0.193 -0.220
H -2.851 3.081 3.833 -0.096 -0.177 0.122
H -3.127 4.742 4.245 -0.138 0.303 -0.034
H 1.510 3.790 3.879 0.308 0.125 0.167
H 0.568 -1.041 1.700 -0.110 -0.409 0.055
H 2.178 -0.949 2.402 0.181 -0.102 0.260
H 2.106 1.443 1.091 0.133 0.166 0.130
H 2.719 -0.014 0.398 0.076 -0.168 -0.332
H -0.161 0.024 -0.051 -0.145 -0.205 0.002
H 0.464 1.601 -0.420 -0.206 0.178 0.047
H 0.123 1.372 -2.533 -0.399 0.111 0.137
H -2.263 0.011 3.075 -0.363 -0.117 0.276
C 3.038 -2.885 -4.125 0.048 -0.174 -0.227
N 2.664 -3.094 -5.512 0.066 -0.044 0.142
C 3.331 -4.127 -6.287 -0.124 0.117 -0.058
C 1.711 -2.358 -6.109 -0.093 0.158 0.022
O 1.352 -2.492 -7.265 0.014 -0.072 -0.066
H 4.095 -2.619 -4.060 -0.006 0.014 0.095
H 2.867 -3.798 -3.551 0.031 0.037 0.068
H 2.449 -2.082 -3.693 0.003 0.039 0.006
H 3.825 -3.686 -7.153 0.012 -0.055 -0.023
H 2.604 -4.856 -6.647 0.044 -0.030 -0.033
H 4.068 -4.627 -5.664 0.002 0.014 0.045
H 1.267 -1.601 -5.440 0.033 -0.006 0.030
C -0.719 -4.722 -5.874 -0.293 0.111 0.112
N -2.058 -5.231 -5.638 0.175 0.059 0.010
C -3.031 -4.382 -4.975 -0.034 -0.152 -0.053
C -2.435 -6.467 -6.013 0.021 -0.108 -0.045
O -3.543 -6.934 -5.836 -0.071 0.011 0.030
H -0.245 -4.468 -4.922 0.091 0.010 -0.049
H -0.758 -3.830 -6.499 0.127 -0.005 -0.027
H -0.116 -5.474 -6.378 -0.019 -0.028 -0.022
H -3.379 -4.856 -4.056 -0.040 0.041 0.007
H -3.895 -4.224 -5.622 -0.029 0.031 0.042
H -2.575 -3.424 -4.740 0.045 0.006 -0.019
H -1.628 -7.033 -6.508 0.018 0.019 0.000

***

Entry 2:
64
Properties=species:S:1:pos:R:3:forces:R:3 method="wB97M-V/def2-TZVPD" e_lumo_ha=0.0174 gap_ev=8.67 smiles="CCCCCC(=O)Nc1cc(S(=O)(=O)N2CCOCC2)ccc1N1CCN(C)CC1" e_tot_ev=-47314.11540 multiplicity=1
C 6.269 3.323 0.120 -0.234 0.086 0.001
C 4.775 3.141 0.358 0.210 -0.253 -0.012
C 4.441 1.704 0.751 -0.238 0.242 0.121
C 2.970 1.498 1.115 0.218 -0.099 -0.221
C 2.027 1.642 -0.084 -0.067 0.192 0.291
C 0.595 1.418 0.366 0.400 -0.057 -0.330
O -0.152 2.338 0.617 -0.197 0.295 0.125
N 0.280 0.095 0.486 0.053 -0.283 0.114
C -0.954 -0.455 0.837 -0.369 -0.061 0.004
C -2.084 0.336 1.042 0.004 0.220 0.133
C -3.320 -0.247 1.217 -0.435 0.185 0.165
S -4.763 0.804 1.383 -0.334 0.114 -0.218
O -5.843 -0.006 1.868 0.178 -0.244 -0.184
O -4.400 1.989 2.097 0.356 0.032 -0.176
N -5.197 1.285 -0.149 0.149 -0.212 1.044
C -4.418 2.296 -0.823 0.505 0.242 -0.287
C -3.431 1.675 -1.818 0.022 0.181 0.159
O -4.080 0.778 -2.698 -0.096 0.109 -0.184
C -4.725 -0.260 -1.992 -0.199 -0.103 0.148
C -5.778 0.303 -1.032 0.004 -0.535 -0.385
C -3.479 -1.619 1.212 -0.171 -0.066 -0.002
C -2.354 -2.412 1.094 -0.016 0.284 -0.069
C -1.084 -1.859 0.934 -0.411 0.138 0.185
N -0.010 -2.759 0.913 0.215 0.074 -0.127
C 0.183 -3.593 -0.243 0.157 0.012 -0.223
C 1.092 -2.893 -1.274 -0.226 -0.068 -0.071
N 2.019 -1.979 -0.604 0.166 -0.144 0.111
C 3.139 -1.660 -1.465 0.004 0.027 0.000
C 2.436 -2.509 0.687 -0.089 0.002 0.051
C 1.220 -2.503 1.632 0.114 -0.249 0.333
H 6.612 2.668 -0.679 0.091 -0.054 -0.077
H 6.832 3.086 1.021 0.102 -0.022 0.070
H 6.489 4.350 -0.161 0.116 0.076 -0.038
H 4.235 3.412 -0.551 -0.082 0.080 0.014
H 4.449 3.815 1.153 -0.098 0.052 -0.007
H 4.713 1.036 -0.071 0.071 -0.082 -0.011
H 5.053 1.428 1.614 0.072 -0.053 -0.026
H 2.684 2.224 1.878 -0.048 -0.030 0.079
H 2.848 0.501 1.547 -0.055 -0.012 0.073
H 2.091 2.655 -0.479 -0.083 -0.067 -0.065
H 2.299 0.933 -0.865 0.044 -0.059 -0.078
H 0.966 -0.580 0.128 -0.020 0.147 -0.102
H -1.998 1.409 1.057 0.107 0.029 -0.039
H -3.897 2.871 -0.058 0.039 0.177 -0.161
H -5.110 2.954 -1.362 0.061 -0.021 0.078
H -2.989 2.447 -2.449 0.034 -0.004 0.117
H -2.632 1.146 -1.279 -0.065 0.101 -0.104
H -5.191 -0.894 -2.749 0.005 -0.040 0.115
H -3.982 -0.848 -1.430 -0.092 0.029 -0.094
H -6.211 -0.478 -0.409 -0.128 -0.069 -0.203
H -6.572 0.788 -1.611 0.026 -0.056 0.075
H -4.463 -2.038 1.344 -0.095 -0.134 0.047
H -2.439 -3.487 1.145 0.024 -0.107 0.071
H -0.781 -3.824 -0.695 0.065 -0.080 0.023
H 0.642 -4.532 0.084 -0.064 -0.005 -0.088
H 1.635 -3.655 -1.855 0.006 0.051 -0.002
H 0.493 -2.297 -1.969 0.016 -0.091 -0.044
H 3.728 -2.549 -1.733 -0.006 -0.011 -0.002
H 3.795 -0.953 -0.959 0.052 0.062 -0.034
H 2.764 -1.207 -2.382 0.057 0.033 -0.066
H 2.846 -3.527 0.590 0.034 0.040 0.002
H 3.225 -1.872 1.090 0.011 -0.055 -0.002
H 1.139 -1.556 2.166 0.033 -0.044 -0.029
H 1.351 -3.296 2.384 0.099 0.162 0.010